A single C4H7N3O molecule. Source: the OMol25 dataset; level of theory: wB97M-V/def2-TZVPD.

Summary:
relative energy (zero: lowest compared OMol25 entry of this formula, charge and spin): 91.1 kcal/mol
frontier orbital gap: 9.5751 eV
electronic energy: -10775.799 eV
SMILES: N/N=C\C1=NOCC1
strongest force on any atom: 2.68 eV Å⁻¹
multiplicity: 1
highest occupied orbital energy: -8.776 eV
LUMO: 0.02938 hartree

```
15
Properties=species:S:1:pos:R:3:forces:R:3:lowdin_charge:R:1
H -2.17346 1.28487 -1.33269 0.67 -0.25 -0.17 0.130
H 1.60774 -2.18997 1.95864 -0.80 0.80 -0.50 0.106
N 1.02365 -1.38474 1.66814 0.04 -2.02 -0.27 -0.010
N 1.69581 -0.23320 1.81597 -0.04 0.76 -0.03 -0.047
H -0.71260 -1.21018 -0.41849 -0.25 0.66 0.45 0.119
C -0.93394 -0.13506 -0.19329 -1.32 -0.72 -0.53 -0.107
C 0.34732 0.63277 -0.10503 1.78 -0.06 1.99 -0.288
H -1.70634 -0.07276 0.63827 1.39 0.00 -0.85 0.150
H -1.86441 -0.24144 -2.19236 -0.06 -0.17 -0.15 0.117
H 0.57767 -1.45180 0.73971 0.64 -0.76 0.99 0.052
H 1.73239 1.66297 1.17698 0.63 0.43 0.03 0.096
C 1.34158 0.68353 1.01633 -0.65 0.94 -0.07 -0.136
C -1.42551 0.47367 -1.51159 -0.75 0.24 0.95 -0.192
O -0.23799 0.95132 -2.09523 -0.19 0.98 -2.48 -0.127
N 0.72810 1.23001 -1.16535 -1.10 -0.83 0.65 0.134
```
Forces are in eV/Å.



10 unconnected molecules or ions with the total composition C4H29N2O9. Source: the OMol25 dataset; level of theory: wB97M-V/def2-TZVPD.

Summary:
relative energy (zero: lowest compared OMol25 entry of this formula, charge and spin): 0.0 kcal/mol
frontier orbital gap (spin up / spin down): 3.5422 / 7.6545 eV
electronic energy: -26024.525 eV
strongest force on any atom: 2.04 eV Å⁻¹
multiplicity: 2
highest occupied orbital energy (spin up / spin down): -3.373 / -7.496 eV
LUMO (spin up / spin down): 0.00621 / 0.00583 hartree

```
44
Properties=species:S:1:pos:R:3:forces:R:3:lowdin_charge:R:1
H -3.53056 1.70847 2.37640 0.27 -0.20 -0.02 0.068
H 0.70745 3.28524 2.59218 -0.26 -0.12 -0.40 0.058
O -3.07134 -0.87058 -1.89138 0.26 0.46 -0.15 -0.048
C 3.69332 -1.23010 0.19067 1.02 -0.10 0.26 -0.112
H 0.26164 -1.27865 2.17120 0.11 0.04 0.40 0.022
O -3.07905 -1.68194 1.27376 -0.67 0.24 0.58 -0.051
H 0.72956 1.42760 -1.55290 -0.42 0.10 0.20 0.004
H -3.51754 -2.06582 2.04739 0.19 -0.34 -0.30 0.056
H 2.96338 0.68102 -0.50821 0.21 0.13 0.18 0.090
H 4.11008 -0.14669 -1.55918 -0.22 0.15 -0.31 0.104
O -2.81304 1.30711 1.86511 -0.81 0.10 0.13 -0.055
H -3.25156 -0.74181 1.43868 0.42 0.27 -0.31 0.015
O -0.14986 0.44330 1.16973 -0.13 -0.11 0.88 -0.063
C 3.24070 -0.28940 -0.91716 -0.49 -0.20 0.52 -0.228
H -0.34855 3.03843 -0.06145 -0.10 -0.47 -0.17 0.014
H -2.24250 0.91778 -1.80564 -0.06 -0.46 -0.97 0.009
N 0.95534 -1.17598 -0.84436 0.32 0.24 -0.53 -0.044
H -1.83355 3.42100 -0.21294 0.22 0.06 -0.37 0.036
H 0.99307 2.85395 -2.08239 -0.04 -0.13 -0.11 0.052
H 4.08076 -2.15161 -0.24869 -0.23 -0.20 0.07 0.075
H -1.03439 0.73405 1.43063 0.12 -0.13 -0.10 0.001
H 1.56011 2.38834 3.43460 0.10 -0.26 -0.06 0.060
H -2.56496 1.99669 1.23147 0.46 0.09 -0.06 0.021
N -0.87716 -2.67779 -0.44446 -0.63 -0.42 1.89 0.028
H -3.81881 -0.90667 -2.49242 -0.22 -0.27 0.31 0.052
H 1.20640 -2.54473 2.63569 -0.38 0.36 0.48 0.049
H -1.03959 -2.24299 0.44673 0.80 0.37 0.33 0.020
O 1.05387 2.38501 2.61418 0.35 0.57 0.70 -0.034
C 2.00421 -0.75205 -1.71716 0.95 0.53 0.18 -0.247
H 0.40157 0.92545 1.81593 -0.13 0.07 -0.55 0.015
H -1.82176 -2.96306 -0.64865 0.22 0.01 -1.41 0.049
C 0.01313 -2.06598 -1.30902 -0.66 -0.73 -0.69 -0.260
H 1.24252 -1.22614 0.11496 -0.36 -0.42 0.18 0.052
H -3.25443 -1.34971 -1.07616 -0.23 -0.12 0.00 0.017
H 1.72026 0.17258 -2.21693 -0.14 -0.21 -0.85 0.075
H 2.30335 -1.48725 -2.47429 -0.24 -0.23 0.05 0.110
H 3.00511 -1.47152 0.99515 -0.46 0.00 -0.31 0.042
O 0.83447 -2.01703 1.93040 0.34 -0.39 -0.62 -0.060
O -1.55980 1.50637 -2.15100 0.80 0.99 0.95 -0.052
H 4.55128 -0.80192 0.72519 0.01 0.14 -0.21 0.068
H -1.57049 1.70091 -3.08500 -0.73 -0.56 -0.18 0.040
O -1.15841 3.23467 0.44403 -0.24 0.31 0.38 -0.070
H -0.15457 -2.28861 -2.34396 0.44 0.39 -0.34 0.081
O 1.06036 2.30003 -1.30073 0.25 0.46 0.33 -0.058
```
Forces are in eV/Å.



A molecular structure, C20H21BCrN6. Source: the OMol25 dataset; level of theory: wB97M-V/def2-TZVPD.

Summary:
total charge: +2
frontier orbital gap (spin up / spin down): 7.2746 / 5.5995 eV
electronic energy: -59103.523 eV
strongest force on any atom: 3.12 eV Å⁻¹
multiplicity: 5
highest occupied orbital energy (spin up / spin down): -15.171 / -15.166 eV
LUMO (spin up / spin down): -0.29018 / -0.35155 hartree

```
49
Properties=species:S:1:pos:R:3:forces:R:3:lowdin_charge:R:1
H -1.68735 4.45445 -1.95413 0.03 0.01 0.08 0.145
N -0.27075 2.00367 -0.36719 -0.14 0.96 -0.51 -0.065
H -4.88589 0.72297 -1.69088 0.22 -0.33 0.24 0.149
C -0.20350 -2.25942 -0.35624 1.55 2.15 0.98 -0.061
H 1.66545 -1.74864 1.59969 0.09 -0.67 0.16 0.097
H 2.81179 -5.90399 2.16667 -0.07 0.31 -0.04 0.132
H 2.57200 1.04956 -0.03601 -0.19 -0.45 -0.28 0.078
N -1.32267 0.91861 -3.12382 0.17 -0.58 0.15 -0.023
C -0.51043 0.12318 -5.01053 0.56 -0.50 -0.18 -0.022
C -4.28404 -0.75716 -0.04728 0.84 0.33 -0.17 0.005
H 2.74477 -0.78055 -0.10724 -0.44 0.58 0.27 0.084
H 1.33751 0.03646 0.77316 0.71 -0.10 -0.21 0.046
H -1.80500 -2.03719 -1.71299 -0.06 -0.16 -0.17 0.092
B -2.18619 1.64395 -2.06185 0.16 0.69 0.07 -0.474
H 3.14484 -3.47393 2.68700 -0.37 -0.05 -0.22 0.131
C 0.38117 -4.60240 0.16382 0.17 1.12 0.21 -0.143
C 2.18708 -5.14691 1.69545 0.58 1.19 0.59 0.009
H 1.02810 -6.59826 0.54911 0.30 0.39 0.28 0.144
C -4.15659 0.24255 -1.03801 0.66 -0.24 0.73 -0.002
C -0.62709 -5.04474 -0.72941 0.44 -0.69 0.37 0.049
N -0.27215 0.08330 -2.74962 -0.79 0.26 -1.21 -0.031
Cr -0.21178 0.01504 -0.70068 -0.80 -1.66 1.04 0.880
C 2.35946 -3.76825 1.98538 0.28 -1.48 0.14 0.005
H -0.40032 -0.09646 -6.07210 0.17 0.10 0.49 0.126
C -0.09233 4.23963 -0.38151 0.28 -0.08 0.22 -0.012
N -2.87328 0.65008 -1.07062 0.01 -0.35 0.73 -0.004
C 0.57236 -3.17157 0.42048 -0.22 -1.49 -0.56 -0.154
H 0.22806 5.24610 -0.17106 0.01 -0.05 0.07 0.118
C 0.38993 3.06162 0.19454 -0.91 0.21 -1.33 -0.064
H 1.03920 -1.09779 -4.08782 0.06 0.02 0.69 0.127
C -1.42812 -4.13261 -1.38252 -0.36 2.17 -0.08 0.016
N -2.13085 -0.03260 -0.09477 -1.09 -0.28 -1.53 -0.063
C 1.55339 -2.81333 1.37436 -0.47 0.44 -0.52 0.012
N -1.18081 2.53409 -1.26707 0.24 0.12 0.71 -0.020
C -1.17070 -2.74165 -1.18771 -1.57 -2.39 -1.25 -0.103
C -1.45448 0.95603 -4.45702 -0.32 0.08 0.76 -0.025
C 2.05336 0.08174 -0.08487 -0.20 -0.03 -0.43 -0.017
H -2.64668 -1.69069 1.15335 0.05 0.35 0.28 0.128
H 1.50855 -0.01075 -1.08706 1.56 0.29 0.28 0.019
C 1.20674 -5.54448 0.80026 -0.79 -0.25 -0.56 0.043
H -5.16761 -1.32548 0.22739 0.23 0.31 -0.08 0.119
H -0.75962 -6.12602 -0.86942 0.00 0.50 0.04 0.145
C -1.06379 3.86674 -1.29847 0.09 -0.54 0.43 -0.014
C -2.99266 -0.91036 0.49284 -0.54 0.52 -1.29 -0.089
H 1.17549 3.00371 0.93184 -0.11 -0.43 0.01 0.125
H -2.23108 1.57029 -4.91434 0.33 -0.27 0.19 0.151
C 0.22357 -0.40505 -3.94264 -0.93 0.59 0.17 -0.055
H -2.99149 2.35222 -2.61837 0.19 -0.36 0.20 0.139
H -2.27903 -4.39885 -2.00855 0.40 -0.25 0.07 0.131
```
Forces are in eV/Å.



2 unconnected molecules or ions with the total composition C5H12O3. Source: the OMol25 dataset; level of theory: wB97M-V/def2-TZVPD.

Summary:
relative energy (zero: lowest compared OMol25 entry of this formula, charge and spin): 8.9 kcal/mol
frontier orbital gap: 11.4429 eV
electronic energy: -11522.380 eV
SMILES: CC(C)CC(=O)O.O
strongest force on any atom: 1.98 eV Å⁻¹
multiplicity: 1
highest occupied orbital energy: -10.709 eV
LUMO: 0.02698 hartree

```
20
Properties=species:S:1:pos:R:3:forces:R:3:lowdin_charge:R:1
H 1.59138 0.17471 -2.30328 0.61 0.12 0.56 0.072
H 0.18443 0.69676 -2.89424 -0.34 0.78 0.31 0.079
O 1.63942 1.12382 1.82045 -0.49 -0.71 0.15 0.081
O 0.25689 -0.49237 2.47530 -0.31 -0.43 -0.21 0.097
H -1.68945 -0.05165 0.12582 -0.28 0.36 0.11 0.055
H -1.37180 -1.69928 2.09611 0.08 0.18 0.04 0.007
C 1.02698 -0.38392 0.12906 -0.89 1.73 0.35 -0.057
H 2.04723 -0.28189 -0.19029 0.51 -0.20 0.16 0.115
H 0.02735 1.51897 -0.09566 0.34 0.55 -0.24 0.123
H -2.81928 -1.70984 1.54512 -0.01 0.03 0.15 0.038
C 0.16561 0.64540 -0.71964 -0.18 -1.42 0.82 -0.380
C 0.89225 -0.00948 1.57536 1.20 1.13 0.00 -0.488
H 0.62659 -1.34931 -0.00620 -0.18 -1.26 -0.29 0.106
H -1.18221 -1.00387 -1.16798 -0.19 0.25 -0.66 0.085
H 1.27061 1.92003 -2.15674 0.04 0.06 0.04 0.078
H -1.80058 0.70804 -1.50413 -0.57 -0.25 -0.24 0.077
H 1.47413 1.29632 2.76017 0.15 0.22 -0.02 0.120
C -1.24699 0.04225 -0.85860 1.03 0.02 0.33 -0.072
O -1.94070 -2.07234 1.41322 -0.07 -0.34 -0.14 -0.064
C 0.84813 0.92765 -2.04387 -0.45 -0.81 -1.22 -0.070
```
Forces are in eV/Å.



2 unconnected molecules or ions with the total composition C5H12ClN2S. Source: the OMol25 dataset; level of theory: wB97M-V/def2-TZVPD.

Summary:
total charge: +1
frontier orbital gap (spin up / spin down): 7.4618 / 7.4625 eV
electronic energy: -31707.327 eV
strongest force on any atom: 3.36 eV Å⁻¹
multiplicity: 1
highest occupied orbital energy (spin up / spin down): -13.183 / -13.183 eV
LUMO (spin up / spin down): -0.21026 / -0.21023 hartree

```
21
Properties=species:S:1:pos:R:3:forces:R:3:lowdin_charge:R:1
H -0.32187 -0.46251 3.08587 1.06 0.93 0.36 0.046
H -1.01807 -1.85154 2.63855 -0.04 -1.22 -0.58 0.057
H -0.30491 2.29078 2.49631 -1.48 -1.12 2.03 0.030
H 0.56209 -3.12243 -1.58088 -0.32 -0.61 0.00 0.100
N -0.33371 -0.04323 -0.16437 0.19 -0.83 1.86 -0.268
H -0.53349 4.14247 1.21715 -0.79 0.88 -0.31 0.065
H -1.51739 -0.38388 1.83804 -0.98 0.52 -0.35 0.040
H 1.28272 0.65850 -1.27467 -0.81 -1.16 -0.54 0.147
N 0.82854 -2.18905 -1.34308 -0.19 0.09 -0.96 -0.049
C 0.26103 0.16918 -1.42797 2.37 -1.19 1.70 -0.294
C 0.45735 2.52036 1.86006 1.85 1.17 -2.48 -0.559
H -0.28993 0.82152 -1.96808 -1.93 2.22 -1.54 0.079
S 0.46634 -0.96477 0.82531 -1.12 1.15 -0.34 1.082
H 0.65168 -0.93333 -3.15182 0.10 -0.76 0.74 0.135
H 1.80895 -2.11126 -1.51411 0.94 -0.19 0.18 0.095
C 0.33654 3.57210 1.05567 -0.84 -2.14 2.45 -0.014
Cl 1.89333 1.50467 1.77753 -0.40 0.34 0.44 0.602
C 0.19754 -1.20154 -2.16261 -2.30 0.59 -2.06 -0.248
H -0.95532 -1.44627 -2.50230 2.86 0.45 1.45 0.187
C -0.69113 -0.93112 2.20470 -0.02 -0.17 -0.05 -0.266
H 1.08860 3.78268 0.40852 1.84 1.06 -1.98 0.031
```
Forces are in eV/Å.